a.
Here is a cluster of 2 separate species, C5H11NO2 in total from the Open Molecules 2025 dataset. Energies are from ωB97M-V/def2-TZVPD.

The frontier orbital gap is 9.968 eV. The SMILES is C=CCCNC=O.O.

Last column: Löwdin charge in e.
Cartesian coordinates (Å):
1 C 2.31 0.36 0.84  0.004
2 H -1.18 -1.96 -0.59  0.105
3 N -1.50 0.05 -0.28  0.006
4 H 2.75 1.33 1.03  0.056
5 O -3.46 1.12 0.41  -0.060
6 H -3.30 -0.89 0.07  0.123
7 O 0.79 1.46 -1.68  -0.050
8 C -0.60 -1.09 -0.42  -0.198
9 H 1.35 1.66 -0.93  0.009
10 H -0.08 -0.90 -1.30  0.085
11 H -0.04 -1.63 1.67  0.127
12 C -2.79 0.07 0.13  -0.312
13 H 0.28 0.87 1.18  0.088
14 H 1.22 -2.04 0.42  0.127
15 H 2.97 -0.43 0.56  0.052
16 C 0.45 -1.27 0.72  -0.163
17 C 0.97 0.12 0.95  -0.197
18 H -1.09 1.00 -0.46  0.137
19 H 0.96 2.16 -2.33  0.062

=====

b.
Here is an isolated molecule of C5H11NO2 from the Open Molecules 2025 dataset. Energies are from ωB97M-V/def2-TZVPD.

The frontier orbital gap is 7.680 eV. The SMILES is C=C([O-])[C@@](C)(O)[NH2+]C.

Last column: Löwdin charge in e.
Cartesian coordinates (Å):
1 H -0.28 -1.67 0.86  0.077
2 H 0.12 0.65 -1.92  0.163
3 H 1.15 -0.10 1.84  0.024
4 H -1.80 1.74 -0.23  0.100
5 N 0.51 0.25 -1.07  0.074
6 H 1.13 0.94 -0.62  0.147
7 C 1.27 -0.99 -1.34  -0.028
8 H 0.61 -1.75 -1.73  0.093
9 O -1.00 2.32 1.00  -0.071
10 H 1.12 1.59 2.60  0.042
11 C 0.74 0.90 1.86  0.004
12 H -1.44 -1.78 -0.50  0.088
13 O -1.78 0.84 -0.74  -0.008
14 H 1.72 -1.33 -0.41  0.092
15 C -0.78 0.24 -0.05  -0.468
16 H -1.93 -1.11 1.06  0.105
17 C -0.32 1.24 1.08  -0.518
18 C -1.11 -1.18 0.36  -0.010
19 H 2.06 -0.78 -2.06  0.095

=====

c.
Here is a structure of composition C5H11NO2 from the Open Molecules 2025 dataset. Energies are from ωB97M-V/def2-TZVPD.

The frontier orbital gap is 10.494 eV.

Last column: Löwdin charge in e.
Cartesian coordinates (Å):
1 H 0.48 0.00 -2.30  0.081
2 C -2.00 0.48 -0.61  -0.068
3 H 1.47 0.40 2.08  0.138
4 H -1.85 1.55 -0.49  0.089
5 H -2.33 0.35 -1.64  0.090
6 H 0.85 1.64 -1.82  0.083
7 C 0.57 0.18 -0.12  -0.394
8 C 0.99 0.59 -1.52  -0.045
9 C 1.74 -0.63 1.78  -0.379
10 H -0.84 -1.26 -0.72  0.171
11 H 0.57 1.09 0.49  0.135
12 H 0.87 -1.40 1.01  0.105
13 O -1.14 -0.17 1.66  -0.091
14 O 2.11 -1.44 2.56  0.082
15 H -2.92 0.36 -0.02  0.096
16 C -0.89 -0.36 -0.09  -0.228
17 H -1.21 -0.91 1.01  -0.026
18 N 1.49 -0.84 0.38  0.085
19 H 2.05 0.38 -1.64  0.076

=====

d.
Here is a cluster of 2 separate species, C5H11NO2 in total from the Open Molecules 2025 dataset. Energies are from ωB97M-V/def2-TZVPD.

The frontier orbital gap is 9.914 eV.

Last column: Löwdin charge in e.
Cartesian coordinates (Å):
1 C -2.47 0.64 -0.02  -0.171
2 O 0.96 -0.53 -0.90  -0.008
3 H 3.31 -1.09 -1.15  0.021
4 C 0.75 -0.05 0.21  -0.508
5 H -1.76 -1.31 -0.48  0.119
6 H -3.23 0.66 -0.80  0.113
7 O 3.92 -0.66 -0.54  -0.067
8 C -0.64 -0.59 1.12  -0.097
9 H -0.76 -0.33 2.17  0.120
10 H 4.57 -0.23 -1.10  0.030
11 H -0.93 0.83 -1.53  0.117
12 H -0.30 -1.60 1.05  0.135
13 H -1.23 2.31 -0.63  0.118
14 H -2.72 -1.29 1.01  0.114
15 C -1.17 1.24 -0.55  -0.217
16 H -2.81 1.25 0.82  0.114
17 C -2.00 -0.74 0.42  -0.174
18 H 1.54 0.11 0.95  0.148
19 N -0.19 1.02 0.49  0.094

=====

Calculated relative energies: a 0.0; b 61.1; c 426.6; d 200.6, given in kJ/mol

=====

a.
Here is an isolated molecule of C5H11NO2 from the Open Molecules 2025 dataset. Energies are from ωB97M-V/def2-TZVPD.

The frontier orbital gap is 9.717 eV. The SMILES is C[C@@H](N)CCC(=O)O.

Last column: Löwdin charge in e.
Cartesian coordinates (Å):
1 H 0.91 1.58 1.47  0.122
2 C 1.45 -0.39 1.02  -0.519
3 H -1.33 0.32 1.27  0.101
4 H -1.25 1.74 0.47  0.076
5 H 1.25 1.52 -0.24  0.116
6 H 3.30 -1.32 0.70  0.151
7 C -2.46 -0.59 -0.74  -0.108
8 O 2.73 -0.52 0.44  0.033
9 O 0.91 -1.22 1.70  0.107
10 H -2.94 -0.28 0.18  0.059
11 C 0.85 0.91 0.59  -0.084
12 H -0.35 1.12 -2.64  0.080
13 N -1.22 1.03 -2.07  0.019
14 C -0.79 0.80 0.42  -0.115
15 H -3.14 -0.51 -1.67  0.101
16 C -1.09 -0.05 -0.97  -0.360
17 H -2.05 0.95 -2.57  0.008
18 H -2.42 -1.67 -0.43  0.089
19 H -0.28 -0.76 -1.14  0.123

=====

b.
Here is an isolated molecule of C5H11NO2 from the Open Molecules 2025 dataset. Energies are from ωB97M-V/def2-TZVPD.

The frontier orbital gap is 8.784 eV. The SMILES is C/C(O)=C(/C)[C@@H](N)O.

Last column: Löwdin charge in e.
Cartesian coordinates (Å):
1 H -0.48 1.67 -1.81  0.082
2 C 1.17 -0.55 -0.02  -0.294
3 H -2.55 -1.46 -0.26  0.097
4 H 1.96 -0.24 -1.75  0.108
5 H 1.21 1.84 -1.32  0.075
6 C 1.57 -1.34 1.20  -0.023
7 O 2.27 -0.49 -0.87  0.019
8 H -0.09 2.45 -0.28  0.079
9 C 0.20 1.64 -0.95  -0.047
10 H 0.78 -1.41 1.95  0.069
11 H -1.94 1.48 1.00  0.081
12 H 1.83 -2.37 0.91  0.088
13 H -2.65 1.01 -0.40  0.088
14 C 0.12 0.31 -0.24  -0.209
15 N -2.25 0.67 0.47  0.069
16 O -1.69 -1.23 -0.65  -0.020
17 C -1.18 -0.23 0.21  -0.500
18 H -0.72 -0.86 1.12  0.147
19 H 2.45 -0.89 1.67  0.094

=====

c.
Here is an isolated molecule of C5H11NO2 from the Open Molecules 2025 dataset. Energies are from ωB97M-V/def2-TZVPD.

The frontier orbital gap is 9.737 eV. The SMILES is C[C@@H]1N(C)[C@]1(O)CO.

Last column: Löwdin charge in e.
Cartesian coordinates (Å):
1 C -0.01 0.78 -0.73  -0.170
2 O -2.49 -0.85 0.36  -0.055
3 C -0.53 0.40 -2.07  -0.065
4 H -0.30 -0.63 -2.33  0.083
5 H 3.10 0.32 0.06  0.080
6 H -1.61 0.55 -2.13  0.086
7 N 1.09 -0.18 -0.11  -0.013
8 H -2.60 -0.13 1.01  0.092
9 H -0.97 -1.83 1.36  0.119
10 H -0.06 1.04 -2.83  0.077
11 H 0.21 0.48 2.39  0.097
12 C -1.14 -1.26 0.44  -0.174
13 C -0.20 -0.04 0.51  -0.493
14 O -0.42 0.73 1.70  0.010
15 H -0.93 -1.91 -0.41  0.123
16 H 0.06 1.85 -0.59  0.142
17 H 2.10 1.11 1.29  0.079
18 C 2.23 0.19 0.70  -0.106
19 H 2.48 -0.62 1.39  0.087

=====

d.
Here is a structure of composition C5H11NO2 from the Open Molecules 2025 dataset. Energies are from ωB97M-V/def2-TZVPD.

The frontier orbital gap is 7.724 eV.

Last column: Löwdin charge in e.
Cartesian coordinates (Å):
1 C -1.63 -1.01 0.92  0.083
2 H 1.66 2.34 1.07  0.093
3 H -1.60 0.69 -2.00  0.059
4 H -2.03 -0.25 1.57  0.043
5 H 1.34 -2.57 -0.02  0.096
6 C 1.34 -1.49 0.13  -0.002
7 C 1.21 1.88 0.19  -0.085
8 O 0.35 0.87 0.74  -0.198
9 H 0.69 2.64 -0.39  0.073
10 H -1.76 1.93 -0.56  0.061
11 C 0.29 -0.88 -0.75  -0.396
12 H -1.12 -1.81 1.46  0.033
13 H 1.20 -1.25 1.18  0.078
14 O 0.01 -1.32 -1.83  0.115
15 N -0.66 0.24 -0.23  -0.211
16 H -2.29 -1.43 0.17  0.053
17 C -1.31 1.07 -1.03  -0.069
18 H 1.99 1.44 -0.43  0.081
19 H 2.31 -1.11 -0.19  0.095

=====

Calculated relative energies: a 0.0; b 56.8; c 68.4; d 511.8, given in kJ/mol

=====

a.
Here is a cluster of 2 separate species, C5H11NO2 in total from the Open Molecules 2025 dataset. Energies are from ωB97M-V/def2-TZVPD.

The frontier orbital gap is 10.021 eV. The SMILES is O=CN1CCCC1.O.

Last column: Löwdin charge in e.
Cartesian coordinates (Å):
1 N 0.15 1.00 0.09  -0.098
2 H -2.60 0.21 -1.95  0.098
3 O 1.95 -3.48 3.69  0.019
4 H -0.66 -1.11 -1.82  0.058
5 C 0.89 0.39 -1.08  -0.087
6 C 0.96 1.33 1.26  -0.299
7 O 2.10 1.08 1.57  0.044
8 C -1.34 0.84 -0.07  -0.148
9 H 1.25 -0.54 -0.75  0.081
10 H -1.71 -0.11 0.38  0.109
11 C -1.66 0.72 -1.66  -0.147
12 H -0.31 -0.20 -3.16  0.095
13 H 0.34 1.94 1.84  0.100
14 H 1.52 1.15 -1.64  0.134
15 H -1.88 1.64 0.40  0.093
16 H 1.19 -3.89 3.36  0.006
17 H -1.64 1.75 -2.17  0.114
18 C -0.36 -0.14 -2.06  -0.146
19 H 1.82 -2.60 3.74  -0.026

=====

b.
Here is a structure of composition C5H11NO2 from the Open Molecules 2025 dataset. Energies are from ωB97M-V/def2-TZVPD.

The frontier orbital gap (alpha / beta) is 7.286 / 7.075 eV.

Last column: Löwdin charge in e.
Cartesian coordinates (Å):
1 H -0.45 1.42 -1.31  0.130
2 H 1.82 -1.52 0.85  0.085
3 C 0.56 0.00 0.00  -0.449
4 O -1.98 -1.41 -0.37  0.009
5 N 1.97 1.21 0.36  0.006
6 H 1.90 2.17 0.05  0.010
7 H 0.40 0.10 2.16  0.089
8 C -1.53 -0.10 -0.22  -0.465
9 H 0.43 -2.13 -0.06  0.086
10 H -0.27 -0.22 -2.01  0.126
11 C 1.20 -1.36 -0.03  -0.032
12 H -3.12 0.56 0.64  0.105
13 H -2.42 -1.51 -1.23  0.109
14 C 0.14 0.57 1.23  0.056
15 C -0.41 0.36 -1.10  -0.067
16 H 1.82 -1.44 -0.93  0.090
17 H 2.86 0.97 0.79  0.010
18 H -0.37 1.52 1.28  0.091
19 O -2.56 0.83 -0.10  0.013

=====

Calculated relative energies: a 0.0; b 343.6, given in kJ/mol